Record 1
A 2-piece molecular cluster, C2H9NO overall in a non-equilibrium geometry, computed with ωB97M-V/def2-TZVPD.

The multiplicity is 1. The calculated total energy is -211.55095 hartree. Its energy relative to the best compared isomer or geometry (same formula, charge and spin) is 89.6 kJ/mol. The HOMO energy is -9.35 eV.

Positions of all 13 atoms, in Å:
C1 0.464 -1.450 0.720
O1 0.543 -0.089 0.348
C2 1.390 0.079 -0.788
H1 0.366 -2.107 -0.152
H2 1.406 -1.694 1.238
H3 -0.389 -1.641 1.366
H4 0.992 0.891 -1.383
H5 2.421 0.250 -0.487
H6 1.504 -0.877 -1.313
N1 -2.182 1.333 -0.141
H7 -1.247 0.967 -0.246
H8 -2.302 2.210 0.330
H9 -2.595 1.298 -1.062

Atomic partial charges in e from the Mulliken method, atoms 1 to 2: -0.68 -0.38


Record 2
A 2-piece molecular cluster, C2H9NO overall in a non-equilibrium geometry, computed with ωB97M-V/def2-TZVPD.

The multiplicity is 2. The calculated total energy is -211.20505 hartree. The net charge is +1. Its energy relative to the best compared isomer or geometry (same formula, charge and spin) is 106.0 kJ/mol. The HOMO energy (alpha / beta) is -15.62 / -15.57 eV.

Positions of all 13 atoms, in Å:
C1 1.271 -0.239 0.541
N1 -0.080 -0.509 0.029
C2 -0.930 -1.003 1.092
H1 1.200 0.246 1.473
H2 1.847 -1.198 0.894
H3 1.994 0.365 -0.097
H4 -0.082 -1.177 -0.748
H5 -0.442 -1.757 1.858
H6 -1.606 -1.615 0.571
H7 -1.331 -0.141 1.654
H8 -0.103 0.782 -1.315
H9 -0.082 2.014 -2.397
O1 -0.360 1.687 -1.487

Atomic partial charges in e from the Mulliken method, atoms 1 to 2: -0.75 -0.14


Record 3
A 3-piece molecular cluster, C2H9NO2 overall in a non-equilibrium geometry, computed with ωB97M-V/def2-TZVPD.

The multiplicity is 2. The calculated total energy is -286.61372 hartree. The net charge is -1. Its energy relative to the best compared isomer or geometry (same formula, charge and spin) is 429.7 kJ/mol. The HOMO energy (alpha / beta) is 0.14 / -4.90 eV.

Positions of all 14 atoms, in Å:
C1 -2.699 0.308 -0.226
C2 -1.585 -0.184 0.467
N1 -0.441 -0.331 -0.782
H1 -3.584 0.993 0.373
H2 -2.455 0.564 -1.221
H3 -1.740 -0.683 1.466
H4 -0.312 -1.355 -1.062
H5 0.808 -0.276 -0.971
H6 2.751 -0.742 1.083
H7 1.557 -1.202 0.145
O1 2.447 -1.611 0.637
H8 1.840 2.281 -0.340
H9 1.314 0.780 0.168
O2 2.099 1.459 0.263

Atomic partial charges in e from the Mulliken method, atoms 1 to 2: -0.73 -0.16


Record 4
A 2-piece molecular cluster, C2H9NO2 overall in a non-equilibrium geometry, computed with ωB97M-V/def2-TZVPD.

The multiplicity is 1. The calculated total energy is -286.80477 hartree. Its energy relative to the best compared isomer or geometry (same formula, charge and spin) is 35.7 kJ/mol. The HOMO energy is -9.61 eV.

Positions of all 14 atoms, in Å:
N1 1.171 -0.762 0.473
C1 0.536 -0.550 -0.849
C2 -0.945 -0.224 -0.694
O1 -1.707 -0.543 -1.857
H1 2.150 -0.549 0.372
H2 0.977 -1.702 0.766
H3 0.630 -1.488 -1.415
H4 0.954 0.299 -1.351
H5 -1.119 0.837 -0.447
H6 -1.373 -0.761 0.158
H7 -1.095 -0.797 -2.558
O2 0.209 2.344 2.396
H8 -0.710 2.371 2.106
H9 0.322 1.526 2.899

Atomic partial charges in e from the Mulliken method, atoms 1 to 2: -0.52 -0.59


Q: The highest calculated total energy belongs to which entry?
A: number 2